Molecular formula: C4H16FN8O4
Method: DFT, ωB97M-V with the def2-TZVPD basis set

```
33
Properties=species:S:1:pos:R:3:mulliken_charge:R:1
F -0.1714 -0.0590 0.0955 -1.129
O 1.1190 3.9158 1.8810 -0.680
O -4.2843 2.1801 0.8793 -0.703
O 1.8194 -4.2689 1.0935 -0.582
O 1.8150 -1.6569 -3.9838 -0.599
N 1.6413 -0.3904 -2.1749 -0.063
N -2.5827 1.6538 -0.3539 -0.287
N 0.7502 1.6945 2.1414 -0.283
N 0.0006 -3.1345 0.4873 -0.238
N 1.0248 2.5405 0.1310 -0.392
N 1.8003 -2.1631 0.5646 -0.060
N -0.0249 -1.3899 -2.7262 -0.151
N -2.4663 1.2579 1.7794 -0.383
C 1.0561 2.7915 1.4260 0.538
C 1.2522 -3.2954 0.8157 0.491
C 1.2083 -1.1661 -3.0803 0.570
C -3.1577 1.7766 0.7671 0.571
H -3.1013 1.0189 2.5276 0.186
H -0.4310 -2.2233 0.4266 0.210
H -1.7116 1.1513 -0.2600 0.276
H 0.9991 -0.1096 -1.4476 0.199
H 0.8461 1.5666 -0.0680 0.336
H 0.6628 0.8762 1.5558 0.119
H -1.5027 0.9885 1.6411 0.277
H 2.4954 0.0261 -2.5172 0.251
H 2.7021 -1.9562 0.9695 0.254
H 1.0703 -1.5311 0.2685 0.070
H -0.7215 -1.8969 -3.2533 0.231
H -0.5395 -3.9548 0.7228 0.255
H 0.7316 1.6276 3.1490 0.173
H -0.2825 -1.1580 -1.7775 0.164
H -3.0263 1.9301 -1.2181 0.186
H 1.0091 3.3580 -0.4619 0.193
```

multiplicity	2
DFT total energy	-27234.030	eV

***

Molecular formula: C4H16N2O2
Method: DFT, ωB97M-V with the def2-TZVPD basis set

```
24
Properties=species:S:1:pos:R:3:mulliken_charge:R:1
O 3.1989 0.3111 0.8530 -0.654
O 1.1267 -0.6755 2.7691 -0.589
N -1.1743 0.5423 -0.2206 -0.445
N 0.6806 2.0349 -0.9880 -0.531
C -0.8890 -1.8456 -0.2058 -1.403
C 0.1943 1.0686 0.0010 -0.907
C -2.5476 -0.7046 -1.8245 -1.415
C -1.1889 -0.6790 -1.1128 0.952
H -3.3511 -0.1054 -1.4003 0.358
H -2.8480 -1.7588 -1.8975 0.326
H -2.5712 -0.3490 -2.8624 0.336
H 0.1896 1.8287 -1.8448 0.269
H -1.2082 -1.6319 0.8252 0.221
H -0.4391 -0.6473 -1.8968 0.154
H 0.8213 0.1847 -0.0816 0.426
H 0.2192 -0.9728 2.9391 0.296
H 2.8976 1.1390 0.4633 0.353
H 0.2189 1.4136 1.0228 0.461
H -1.8439 1.2463 -0.5046 0.230
H -1.3040 -2.7908 -0.5408 0.377
H 2.5007 0.2483 1.5179 0.307
H 0.4978 2.9942 -0.7254 0.229
H 1.4215 -0.6367 3.6938 0.275
H 0.1586 -2.0465 0.0270 0.373
```

SMILES	CC(C)NCN.O.O
energy above the lowest of the compared OMol25 structures with the same formula, charge and spin	91.5	kJ/mol

***

Molecular formula: C4H16N2O2
Method: DFT, ωB97M-V with the def2-TZVPD basis set

```
24
Properties=species:S:1:pos:R:3:mulliken_charge:R:1
O 2.6817 -0.4210 -0.0565 -0.715
O 1.5728 -2.5802 1.6059 -0.666
N -0.6341 1.5157 -1.5372 -0.357
N -1.5371 -0.0225 1.7156 -0.482
C -0.8780 -0.8953 -0.8574 -0.678
C 0.7670 1.6514 -1.1976 -0.788
C -1.4216 0.5241 -0.7568 0.083
C -1.2984 1.0140 0.7141 -0.763
H 0.9032 2.2953 -0.3242 0.260
H -2.5118 -0.2823 1.7814 0.200
H -1.4891 -1.5067 -0.1939 0.401
H 2.2445 -0.8987 -0.7739 0.281
H -2.4516 0.6851 -1.0634 0.382
H -0.2712 1.3214 0.8793 0.414
H 1.2148 -1.7062 1.3961 0.363
H -1.2283 0.3121 2.6193 0.220
H -0.9209 -1.2230 -1.8929 0.370
H 1.3092 2.2175 -1.9577 0.394
H -1.9267 1.9095 0.7808 0.275
H 0.1392 -0.9382 -0.4784 -0.328
H 1.3522 0.7546 -0.9656 0.243
H 0.7713 -3.0834 1.7912 0.314
H -0.7707 1.3050 -2.5157 0.254
H 3.2592 -1.1049 0.3098 0.324
```

SMILES	CN[C@@H](C)CN.O.O
energy above the lowest of the compared OMol25 structures with the same formula, charge and spin	86.9	kJ/mol

***

Molecular formula: C4H16N2O2
Method: DFT, ωB97M-V with the def2-TZVPD basis set

```
24
Properties=species:S:1:pos:R:3:mulliken_charge:R:1
O 0.0017 2.4326 -1.5561 -0.665
O -0.5163 2.2099 2.0713 -0.595
N -1.8229 -1.8579 1.4667 -0.609
N 1.3271 -0.1278 -2.3707 -0.463
C 1.5396 -1.0522 -1.2776 -0.730
C 0.0135 -0.3294 0.6601 -0.595
C 0.2315 -1.2922 -0.4972 -0.549
C -0.7277 -0.8995 1.8262 -0.694
H 0.5502 1.7453 -1.1767 0.370
H 0.4783 2.8219 -2.3085 0.292
H 2.0915 -2.0004 -1.3526 0.385
H -0.8679 3.0946 1.8518 0.328
H -0.8805 1.8473 1.2459 0.245
H 0.8756 0.2821 0.9066 0.651
H -0.5310 -1.3521 -1.2769 0.393
H -2.4513 -1.3829 0.8294 0.243
H -1.3453 -2.6783 1.1068 0.291
H 2.2849 -0.5873 -0.5961 0.318
H -1.2231 -0.0891 2.3869 0.308
H -0.6904 0.4262 0.1334 0.114
H 0.5708 -0.3546 -3.0008 0.171
H 2.1521 0.0247 -2.9346 0.208
H 0.2333 -2.3617 -0.1615 0.224
H -0.1036 -1.4622 2.5495 0.360
```

SMILES	NCCCCN.O.O
energy above the lowest of the compared OMol25 structures with the same formula, charge and spin	129.8	kJ/mol

***

Molecular formula: C4H16N2O3
Method: DFT, ωB97M-V with the def2-TZVPD basis set

```
25
Properties=species:S:1:pos:R:3:mulliken_charge:R:1
O -2.5419 1.4770 2.4241 -0.627
O -3.5461 -0.5698 -0.3410 -0.568
O -1.1158 2.8140 -0.9478 -0.585
N 2.2437 -0.8915 1.7515 -0.552
N 1.7086 -0.3346 -1.7547 -0.338
C 0.3318 -1.0830 0.1707 -0.086
C 1.9028 0.8653 -1.5634 -0.293
C 1.4860 -1.7718 0.8663 -0.679
C 0.5267 -1.0980 -1.4229 -0.608
H -2.3892 2.0641 1.7523 0.309
H 1.6554 -0.1421 2.1884 0.225
H 3.1922 -0.5918 1.3329 0.259
H 2.7665 1.3877 -2.0355 0.276
H 1.5838 1.4267 -0.5642 0.199
H -3.8737 -0.0564 0.2952 0.297
H 1.1297 -2.6032 1.4124 0.338
H -0.3189 2.4512 -1.1258 0.274
H -3.2084 0.0546 -0.9236 0.272
H 0.1551 0.0725 0.2122 0.063
H -1.7851 0.9239 2.6196 0.304
H 2.2757 -2.2799 0.2144 0.339
H -1.6356 2.4715 -1.6566 0.306
H 0.7012 -2.2043 -1.6861 0.354
H -0.7174 -1.5516 0.5415 0.305
H -0.5271 -0.8305 -1.7599 0.215
```

SMILES	C=NCCCN.O.O.O
energy above the lowest of the compared OMol25 structures with the same formula, charge and spin	409.2	kJ/mol

***

Molecular formula: C4H16N2O5
Method: DFT, ωB97M-V with the def2-TZVPD basis set

```
27
Properties=species:S:1:pos:R:3:mulliken_charge:R:1
O 3.6608 -1.7227 1.4179 -0.648
O -1.4712 3.8798 0.8784 -0.623
O 0.8919 0.2416 -1.9728 -0.740
O -0.8553 2.1650 -1.1864 -0.585
O -2.8025 -0.5846 1.4412 -0.597
N 2.3303 -1.2226 -1.2973 -0.416
N -0.0079 0.1671 1.2533 -0.639
C 1.0311 -0.7840 -1.3264 0.576
C -2.2270 -0.6210 0.0932 -0.560
C -0.7772 -0.9068 0.5081 0.412
C -0.0176 -1.5692 -0.5709 -0.723
H 0.9160 0.0531 1.1498 0.338
H -2.1836 3.3476 1.0442 0.294
H -1.0788 -1.7478 1.4040 0.239
H 2.5717 -1.9214 -0.4228 0.182
H 0.6133 -2.4938 -0.2389 0.218
H -2.4093 0.3313 -0.3803 0.229
H 3.4983 -2.5628 1.8690 0.328
H -2.6547 0.1847 1.9915 0.324
H -0.2911 1.4195 -1.4613 0.413
H -0.3788 1.1435 0.9277 0.062
H -2.7178 -1.3935 -0.4727 0.377
H 3.5083 -1.0540 2.0797 0.311
H -0.7644 3.2323 0.6477 0.354
H -0.6468 -1.8908 -1.3842 0.364
H 3.1734 -0.7570 -1.5846 0.265
H -0.8585 2.9509 -1.7127 0.247
```

SMILES	NC(=O)C[C@@H](N)CO.O.O.O
energy above the lowest of the compared OMol25 structures with the same formula, charge and spin	315.8	kJ/mol

***

Molecular formula: C4H16N2Si3
Method: DFT, ωB97M-V with the def2-TZVPD basis set

```
25
Properties=species:S:1:pos:R:3:mulliken_charge:R:1
Si 0.2197 0.1043 -1.2780 0.024
Si 2.6523 1.6203 -0.1352 0.210
Si 2.6241 -1.3145 0.2265 0.166
N 3.0013 0.2295 0.8747 -0.227
N 1.4305 -1.0758 -1.0973 -0.216
C -1.2244 -0.0379 -0.0680 1.608
C -1.8151 -1.4279 -0.1066 -1.449
C -2.3596 0.9037 -0.5314 -1.680
C -0.6937 0.3725 1.3253 -1.549
H 1.9858 -2.2023 1.1012 -0.068
H -1.5436 0.5874 1.9151 0.507
H 0.2006 -0.2628 1.6752 0.192
H 3.9251 -1.5436 -0.5757 -0.134
H -2.0128 1.9325 -0.7985 0.394
H -0.2584 -0.0166 -2.7910 -0.106
H -0.1669 1.3192 1.1942 0.353
H -2.6840 -1.6248 -0.9421 0.277
H 3.3925 2.6283 0.6414 -0.168
H 2.7471 0.3922 1.8013 0.313
H -2.8480 0.5717 -1.4748 0.408
H -3.2140 0.9335 0.2625 0.318
H 1.2991 -2.0420 -1.6008 0.259
H 3.5923 1.5977 -1.2743 -0.130
H -2.1890 -1.5822 0.9271 0.363
H -1.0693 -2.1958 -0.4397 0.334
```

energy above the lowest of the compared OMol25 structures with the same formula, charge and spin	64.7	kJ/mol

***

Molecular formula: C4H16NO2
Method: DFT, ωB97M-V with the def2-TZVPD basis set

```
23
Properties=species:S:1:pos:R:3:mulliken_charge:R:1
O -0.3779 -2.0745 -1.1868 -0.659
O 1.8944 -1.5350 -2.8825 -0.672
N -0.8273 0.5490 -0.0928 -0.017
C 1.5218 -0.2550 0.5614 -1.078
C 0.6482 0.8415 -0.0227 -0.558
C -1.8038 1.8217 1.8352 -1.085
C -1.5642 0.4607 1.2313 -0.451
H 1.3121 -1.2828 0.2622 0.285
H -0.8482 2.3115 2.0120 0.343
H 2.5228 -0.8673 -3.1796 0.308
H 1.3843 -0.3193 1.6407 0.387
H 0.4294 -2.0156 -1.7477 0.324
H 2.5543 -0.0092 0.3225 0.357
H -2.4469 2.4797 1.2419 0.339
H 0.7902 1.7267 0.5733 0.330
H -0.9950 -0.1587 1.9162 0.296
H 2.4542 -2.2751 -2.6087 0.335
H -0.9670 -0.3234 -0.6122 0.354
H -0.7021 -2.9474 -1.4445 0.309
H 0.9363 1.0611 -1.0463 0.432
H -2.2222 1.6572 2.8190 0.363
H -1.2583 1.3184 -0.5940 0.355
H -2.4351 -0.1641 1.0021 0.403
```

total charge	+1
energy above the lowest of the compared OMol25 structures with the same formula, charge and spin	48.3	kJ/mol

***

Molecular formula: C4H16NO2
Method: DFT, ωB97M-V with the def2-TZVPD basis set

```
23
Properties=species:S:1:pos:R:3:mulliken_charge:R:1
O 0.2327 3.3154 0.4718 -0.621
O 0.7194 -0.6095 2.5770 -0.625
N -0.4224 -0.9653 0.0256 -0.134
C -1.1532 0.3298 0.1156 -0.329
C 1.5302 -2.2265 -0.8342 -1.209
C 0.8492 -0.8882 -0.7497 -0.369
C -1.6231 0.8510 -1.2380 -1.108
H -2.0104 0.1557 0.6938 0.524
H 0.6206 -0.4461 -1.7038 0.404
H -1.0166 -1.7080 -0.3189 0.407
H -0.5229 3.7260 0.8978 0.317
H -0.5655 1.0548 0.6421 0.131
H 1.9296 -2.4911 0.1479 0.351
H 0.5717 -0.8621 3.4885 0.299
H -1.3585 1.8687 -1.4156 0.290
H 0.8439 -3.0210 -1.1307 0.335
H 0.9145 0.3366 2.5157 0.305
H 2.3572 -2.2275 -1.5273 0.383
H -0.1149 -1.2241 0.9810 0.362
H -1.2572 0.3663 -2.1430 0.381
H 0.7125 4.0475 0.0606 0.306
H 1.4713 -0.1584 -0.2291 0.262
H -2.7080 0.7761 -1.3274 0.336
```

total charge	+1
energy above the lowest of the compared OMol25 structures with the same formula, charge and spin	63.0	kJ/mol